No. 1
113
Properties=species:S:1:pos:R:3:forces:R:3:lowdin_charge:R:1 method="wB97M-V/def2-TZVPD" total_charge=-1 relative_energy_kj_mol=0.0 total_energy_ha=-6893.346637 mol_weight_g_mol=967.16 multiplicity=1 gap_ev=4.76
Ba 0.272070 1.317712 0.262227 0.4 0.2 -0.1 1.517
C -3.629974 -2.633753 -2.153868 0.0 0.0 0.0 -0.050
C -2.825812 -1.361150 -1.882766 0.0 0.0 0.0 -0.358
C -2.359169 -0.734953 -3.201219 0.0 0.0 0.0 -0.056
C -3.594712 -0.351307 -1.044237 0.0 -0.1 -0.1 -0.155
C -4.823215 0.107318 -1.510419 0.0 0.0 0.0 -0.062
C -5.547672 1.075924 -0.833897 0.0 0.0 0.0 -0.108
C -5.022233 1.601267 0.342863 0.0 0.0 -0.1 -0.085
C -3.797833 1.179917 0.843705 -0.1 0.0 0.0 -0.160
C -3.269212 1.709730 2.162281 0.0 -0.1 0.0 -0.393
C -3.515202 0.678008 3.265920 0.0 0.0 0.0 -0.046
C -3.808278 3.075305 2.567584 0.0 0.0 0.0 -0.090
C -3.059613 0.172190 0.159642 0.2 0.0 0.1 -0.253
N -1.806142 -0.156497 0.646176 -0.2 -0.4 0.0 -0.146
C -1.444910 -1.477813 0.865767 0.0 0.1 0.1 -0.257
C -0.139321 -1.942763 0.906094 0.0 0.1 0.0 -0.259
N 0.993599 -1.152077 0.745789 -0.1 -0.2 0.0 -0.148
C 2.152163 -1.745362 0.266581 -0.1 0.1 0.0 -0.247
C 2.191691 -2.431461 -0.977167 0.0 0.0 -0.1 -0.156
C 3.382343 -2.985011 -1.428593 0.0 0.0 0.0 -0.067
C 4.562921 -2.856640 -0.711652 0.0 0.0 0.0 -0.106
C 4.536023 -2.152640 0.482214 0.0 0.0 0.0 -0.081
C 3.363196 -1.599717 0.989319 0.1 0.0 0.0 -0.160
C 3.434683 -0.945884 2.361918 0.0 0.0 0.0 -0.369
C 3.146277 0.557226 2.393171 0.0 0.0 -0.1 -0.087
C 2.584004 -1.676182 3.404294 0.0 0.0 0.0 -0.058
C 0.974289 -2.486015 -1.885935 0.0 0.0 0.0 -0.359
C 0.521507 -3.915101 -2.186909 0.0 0.0 0.0 -0.043
C 1.231236 -1.719240 -3.187023 0.0 0.0 0.0 -0.053
C -0.166677 -3.372823 1.288320 0.0 0.1 -0.1 -0.092
C 0.768456 -4.347283 1.511011 0.0 -0.1 0.0 -0.016
C 0.324740 -5.653330 1.880899 0.0 0.1 0.0 -0.086
C -0.997965 -5.971867 2.035096 0.0 0.0 0.0 -0.050
C -1.989971 -4.967065 1.827576 0.0 0.0 0.0 -0.175
C -3.401542 -5.097351 1.990331 0.0 0.0 0.0 -0.049
C -4.208082 -4.008247 1.796001 0.0 0.1 0.0 -0.088
C -3.698212 -2.727961 1.420478 0.0 -0.1 0.0 -0.023
C -2.349224 -2.587717 1.236839 0.1 0.1 0.0 -0.092
C -1.529994 -3.721920 1.457364 0.0 -0.1 0.0 -0.099
H -3.019823 -3.357416 -2.700101 0.0 0.0 0.0 0.071
H -4.515535 -2.421235 -2.759676 0.0 0.0 0.0 0.070
H -3.955363 -3.098840 -1.223759 0.0 0.0 0.0 0.068
H -1.935895 -1.647601 -1.323073 0.0 0.0 0.0 0.102
H -3.205279 -0.353673 -3.778999 0.0 0.0 0.0 0.076
H -1.841971 -1.476501 -3.815731 0.0 0.0 0.0 0.062
H -1.667190 0.092017 -3.028935 0.0 0.0 0.0 0.067
H -5.219280 -0.299899 -2.434964 0.0 0.0 0.0 0.103
H -6.505542 1.412843 -1.210814 0.0 0.0 0.0 0.088
H -5.587720 2.352544 0.883340 0.0 0.0 0.0 0.097
H -2.187312 1.806452 2.070240 0.0 0.1 0.0 0.045
H -4.587947 0.509951 3.403998 0.0 0.0 0.0 0.083
H -3.094939 1.020712 4.214716 0.0 0.0 0.0 0.079
H -3.049213 -0.273932 3.010295 0.0 0.0 0.0 0.067
H -4.881460 3.053056 2.777276 0.0 0.0 0.0 0.070
H -3.622765 3.822037 1.791236 0.0 0.0 0.0 0.057
H -3.296181 3.415307 3.468338 0.0 0.0 0.0 0.073
H 3.392410 -3.510827 -2.378218 0.0 0.0 0.0 0.104
H 5.485284 -3.290927 -1.077237 0.0 0.0 0.0 0.088
H 5.449671 -2.051937 1.061473 0.0 0.0 0.0 0.101
H 4.481734 -1.057468 2.668875 0.0 0.0 0.0 0.118
H 2.078214 0.771138 2.392421 -0.1 -0.1 0.0 0.005
H 3.605916 1.078254 1.549279 0.0 0.0 0.0 0.023
H 3.541382 1.004362 3.308638 0.0 0.0 0.0 0.083
H 1.526741 -1.607167 3.151000 0.0 0.0 0.0 0.071
H 2.736422 -1.230614 4.391347 0.0 0.0 0.0 0.075
H 2.852683 -2.732907 3.460470 0.0 0.0 0.0 0.076
H 0.157416 -1.984134 -1.368500 0.0 0.0 0.0 0.100
H 1.291777 -4.464973 -2.735763 0.0 0.0 0.0 0.073
H -0.381673 -3.904107 -2.803324 0.0 0.0 0.0 0.069
H 0.301119 -4.461268 -1.269587 0.0 0.0 0.0 0.073
H 2.082720 -2.133822 -3.732870 0.0 0.0 0.0 0.076
H 1.446874 -0.665982 -2.991582 0.0 0.0 0.0 0.063
H 0.355260 -1.767436 -3.837951 0.0 0.0 0.0 0.058
H 1.829453 -4.157446 1.405645 0.0 0.0 0.0 0.104
H 1.073450 -6.419786 2.046455 0.0 0.0 0.0 0.091
H -1.291990 -6.975195 2.322296 0.0 0.0 0.0 0.096
H -3.828716 -6.051507 2.278406 0.0 0.0 0.0 0.097
H -5.278396 -4.113836 1.932212 0.0 0.0 0.0 0.092
H -4.383697 -1.900740 1.283199 0.0 0.0 0.0 0.108
C 2.528278 5.495379 0.001254 0.0 0.1 0.0 -0.081
N 1.134300 5.664444 -0.381419 0.0 -0.1 0.0 -0.159
C 0.391044 6.687280 0.338892 0.0 0.0 0.0 -0.092
C 0.512797 4.540714 -0.892185 0.0 0.1 0.1 -0.534
N 1.128579 3.520215 -1.373156 -0.1 0.2 0.0 0.015
N -0.880316 4.622558 -0.869111 0.0 0.0 0.0 0.127
C -1.817668 3.643842 -1.197897 0.0 0.0 0.1 -0.535
N -3.117539 4.095844 -1.050822 0.0 -0.1 0.0 0.156
N -1.504857 2.477753 -1.605288 -0.1 -0.1 0.0 0.035
H 2.859996 6.404480 0.496209 0.0 0.0 0.0 0.083
H 3.161209 5.348987 -0.877782 0.0 0.0 0.0 0.075
H 2.653031 4.653515 0.687801 0.0 0.0 0.0 0.061
H 1.072416 7.500331 0.579753 0.0 0.0 0.0 0.083
H -0.031779 6.310227 1.276699 0.0 0.0 0.0 0.041
H -0.392504 7.115812 -0.289110 0.0 0.0 0.0 0.086
H 2.130464 3.665863 -1.310641 0.0 0.0 0.0 -0.040
H -1.234566 5.291068 -0.208130 0.0 0.0 0.0 0.092
H -3.264090 4.883253 -0.438268 0.0 0.0 0.0 0.087
H -3.778642 3.346518 -0.872880 0.0 0.0 0.0 0.072
H -2.349383 1.930512 -1.769685 0.0 0.0 0.0 0.045
C 6.054401 1.256155 -0.243955 0.0 0.0 0.0 -0.328
As 4.464742 2.117951 -0.989913 0.0 -0.1 -0.1 1.061
C 3.900757 0.638037 -2.138994 0.0 0.0 0.0 -0.315
C 5.372114 3.156128 -2.392003 0.0 0.0 0.0 -0.347
H 6.667427 0.838953 -1.043785 0.0 0.0 0.0 0.025
H 5.736938 0.449411 0.416451 0.0 0.0 0.0 -0.003
H 6.636498 1.977257 0.329380 0.0 0.0 0.0 0.017
H 4.735655 0.276691 -2.741387 0.0 0.0 0.0 0.033
H 3.103023 0.981392 -2.798836 0.0 0.0 0.0 0.018
H 3.529271 -0.187310 -1.527949 0.0 0.0 0.0 -0.001
H 6.046652 2.514735 -2.960964 0.0 0.0 0.0 0.017
H 5.941321 3.973435 -1.948608 0.0 0.0 0.0 0.011
H 4.630012 3.578543 -3.070041 0.0 0.0 0.0 0.014
Br 0.175584 3.607059 2.360552 0.0 0.2 0.2 -0.274

---

No. 2
68
Properties=species:S:1:pos:R:3:forces:R:3:lowdin_charge:R:1 method="wB97M-V/def2-TZVPD" total_charge=-1 total_energy_ha=-3129.999326 mol_weight_g_mol=508.28 multiplicity=1 gap_ev=9.61
N -16.278838 -10.028976 -3.610486 -0.9 -1.7 0.5 -0.579
O -16.044914 -9.338973 -4.569879 0.2 1.9 -2.7 -0.005
O -15.458802 -10.061679 -2.706963 1.4 0.0 1.9 -0.012
O -17.288141 -10.740746 -3.562774 -0.9 -0.1 0.0 -0.005
C -19.159778 -9.692726 -0.751225 0.1 0.1 -0.6 -1.022
Cl -19.939690 -11.070355 0.018321 0.0 0.0 0.0 0.520
Cl -18.828685 -8.369068 0.380460 -0.1 0.0 0.0 0.524
H -18.228172 -10.014920 -1.216398 0.0 -0.1 0.3 0.002
H -19.814699 -9.312182 -1.535044 0.0 0.0 0.3 0.022
C -19.122183 -8.133946 -5.456662 -0.5 -0.7 -0.2 -0.963
Cl -19.561164 -9.150393 -6.916503 0.7 0.6 0.9 0.473
Cl -19.845976 -6.523020 -5.620022 0.1 -0.2 0.2 0.488
H -19.544425 -8.691150 -4.620392 -0.2 0.4 -0.1 0.017
H -18.056290 -8.013027 -5.263364 0.0 -0.3 -0.7 -0.001
C -15.806336 -12.450385 -8.124039 -0.3 -1.0 0.8 -0.077
C -16.644081 -11.654330 -7.129197 1.0 0.5 -0.5 -0.315
O -16.294178 -10.297468 -7.379846 -0.4 0.1 0.0 -0.118
H -15.986806 -13.494534 -7.868536 0.0 -0.4 -0.4 0.060
H -14.741617 -12.301311 -7.944466 0.0 0.3 0.0 0.062
H -16.020249 -12.282191 -9.179529 -0.2 0.2 0.2 0.073
H -16.402250 -11.943286 -6.106395 0.3 0.0 0.1 0.090
H -17.717061 -11.834596 -7.194884 -0.2 0.1 -0.5 0.088
H -16.182601 -9.842283 -6.542018 -0.2 0.1 0.4 0.017
C -15.940002 -6.580839 -6.885507 0.4 -1.5 0.2 -0.069
C -14.787015 -6.555611 -5.853862 -0.8 1.2 -1.0 -0.285
O -14.156043 -5.282494 -5.973615 0.4 0.7 0.7 -0.099
H -16.805194 -5.936441 -6.729653 0.3 0.2 0.6 0.063
H -16.291902 -7.611575 -6.842517 -0.4 -0.1 -0.4 0.041
H -15.621521 -6.392073 -7.910705 0.3 -0.1 0.0 0.071
H -13.998531 -7.300453 -5.961605 -0.5 -0.5 -0.2 0.102
H -15.231111 -6.662200 -4.864148 0.3 0.2 0.1 0.090
H -13.579583 -5.311355 -6.740721 0.0 -0.1 0.0 0.072
C -17.177501 -14.307632 -4.505800 0.5 -0.7 -0.8 -0.091
C -18.608257 -13.819095 -4.627669 0.8 -0.6 0.1 -0.338
O -18.897185 -13.183743 -3.433854 -1.2 0.4 1.0 -0.079
H -17.017000 -15.157326 -3.842211 -0.5 0.1 0.5 0.071
H -16.549811 -13.496089 -4.137685 0.2 0.0 -0.3 0.068
H -16.820121 -14.713053 -5.452376 0.3 0.4 -0.4 0.061
H -19.278192 -14.666965 -4.770566 -0.2 0.1 0.0 0.109
H -18.734232 -13.118496 -5.453130 0.1 -0.1 -0.4 0.096
H -18.290483 -12.440858 -3.393471 0.1 0.4 0.4 0.031
C -11.767931 -10.652608 -6.402159 -0.9 -0.4 -0.8 -0.073
C -13.199382 -10.302427 -5.938243 1.2 0.0 -0.9 -0.343
O -13.125646 -9.443890 -4.856393 0.0 0.3 1.1 -0.086
H -11.217457 -11.234447 -5.662866 -0.2 0.0 0.0 0.070
H -11.120254 -9.847499 -6.749163 -0.4 0.5 0.4 0.065
H -11.919074 -11.236394 -7.310157 0.2 -0.5 0.0 0.058
H -13.738749 -11.213679 -5.679776 0.1 -0.4 0.1 0.112
H -13.804386 -9.827402 -6.710512 0.2 -0.1 -0.6 0.098
H -13.937606 -9.637179 -4.382113 -0.2 0.7 0.7 0.033
C -13.047067 -6.208128 -1.271390 0.3 1.2 -0.2 -0.104
C -13.842713 -7.178206 -2.092819 -0.8 0.5 1.3 -0.297
O -14.813895 -7.756000 -1.204726 0.5 -0.1 -0.3 -0.090
H -12.340380 -5.753959 -1.965951 0.6 -0.1 0.2 0.071
H -12.581934 -6.590294 -0.362709 0.2 -0.5 -0.4 0.074
H -13.608501 -5.341850 -0.921451 -0.6 -0.1 -0.1 0.068
H -13.147039 -7.885099 -2.544970 -0.4 -0.4 -0.1 0.112
H -14.400398 -6.608632 -2.836241 0.3 -0.1 -0.4 0.100
H -15.283484 -8.411466 -1.725751 -0.1 -0.4 -0.1 0.025
C -16.156238 -10.760989 2.326876 0.3 1.7 0.0 -0.074
C -15.667456 -10.054613 1.037180 0.1 -0.8 0.9 -0.356
O -15.802725 -10.936599 -0.012794 -0.7 -1.3 -1.2 -0.087
H -17.228376 -10.621080 2.464833 -0.1 -0.5 -0.2 0.054
H -15.712434 -10.187145 3.140419 0.1 0.0 0.3 0.057
H -15.824851 -11.790941 2.459112 -0.1 0.0 -0.5 0.071
H -14.597472 -9.857065 1.101904 0.1 0.7 0.5 0.106
H -16.248320 -9.169967 0.776219 0.3 0.4 0.7 0.062
H -15.728782 -10.437996 -0.829819 0.1 -0.3 -0.5 0.023